No. 1
Here is C13H15BaN4O4P as an isolated structure from OMol25. Energies are from ωB97M-V with the def2-TZVPD basis set.

Computed properties:
**Energy**: -1391.3015 hartree
**Kohn-Sham gap**: 8.858 eV
**LUMO**: -0.0111 Ha
**Molar mass**: 459.59 g mol⁻¹

Last column: Löwdin charge in e.
Geometry (Å):
Ba: 0.019 -1.274 -1.001  1.99
O: -2.413 0.825 -4.067  0.08
C: -1.659 0.117 -3.443  -0.61
O: -1.662 -0.182 -2.158  -0.43
C: -0.497 -0.564 -4.176  -0.19
C: -0.410 -0.665 -5.551  0.01
C: 0.671 -1.355 -6.088  -0.03
C: 1.638 -1.924 -5.267  0.01
C: 1.483 -1.785 -3.903  -0.19
N: 0.440 -1.115 -3.394  -0.09
C: 2.428 -2.416 -2.877  -0.61
O: 3.515 -2.801 -3.239  0.08
O: 1.881 -2.439 -1.677  -0.43
H: -1.180 -0.219 -6.166  0.12
H: 0.759 -1.462 -7.163  0.11
H: 2.487 -2.471 -5.655  0.12
C: 0.368 0.517 4.452  -0.19
N: -0.285 -0.492 3.601  -0.15
C: -1.664 -0.055 3.357  -0.19
N: -1.791 1.289 2.792  -0.15
C: -1.080 2.228 3.667  -0.19
N: 0.322 1.880 3.920  -0.15
C: 1.125 1.997 2.692  -0.34
P: 0.561 0.913 1.320  0.90
C: 0.459 -0.653 2.345  -0.38
C: -1.250 1.339 1.423  -0.34
H: 1.408 0.228 4.613  0.13
H: -0.142 0.513 5.416  0.13
H: -2.192 -0.076 4.311  0.13
H: -2.154 -0.768 2.692  0.13
H: -1.600 2.248 4.626  0.13
H: -1.129 3.226 3.231  0.13
H: 2.169 1.765 2.907  0.09
H: 1.106 3.028 2.336  0.09
H: 1.477 -0.977 2.572  0.09
H: 0.018 -1.474 1.772  0.02
H: -1.858 0.709 0.766  0.07
H: -1.368 2.345 1.016  0.09

Force components x, y, z for each atom (eV/Å):
-0.560 -0.236 2.796
-0.199 0.046 0.075
0.399 -0.444 0.960
-0.928 0.981 -1.865
0.353 -0.208 0.103
0.074 -0.002 -0.123
0.021 -0.017 -0.196
-0.082 0.100 -0.141
-0.331 0.199 0.046
0.188 -0.043 -1.503
-0.777 0.214 0.768
0.094 -0.156 0.161
1.780 -0.642 -1.530
0.035 -0.009 0.012
-0.020 0.020 0.020
-0.022 0.026 0.010
-0.059 -0.075 -0.041
0.143 0.299 -0.159
0.006 0.002 -0.031
0.376 -0.034 -0.126
-0.041 -0.042 -0.038
-0.022 -0.172 -0.352
-0.038 0.174 0.379
-0.212 -0.319 -0.141
-0.024 0.157 0.258
-0.107 0.134 0.204
0.018 -0.007 -0.022
-0.017 0.023 0.014
0.002 0.041 0.049
-0.001 -0.038 -0.071
0.015 -0.014 0.031
0.015 0.009 -0.014
0.039 -0.029 0.089
-0.045 0.086 0.052
0.051 0.014 0.056
-0.153 -0.006 0.150
0.069 -0.119 0.036
-0.038 0.089 0.084

---

No. 2
Here is C13H15Cl2F5NRhS2 as an isolated structure from OMol25. Energies are from ωB97M-V with the def2-TZVPD basis set.

Computed properties:
**Multiplicity**: 5
**Energy**: -2885.7456 hartree
**Total charge**: -2
**Kohn-Sham gap (alpha / beta)**: 5.847 / 6.569 eV
**LUMO (alpha / beta)**: 0.1701 / 0.1624 Ha
**Molar mass**: 518.21 g mol⁻¹

Last column: Löwdin charge in e.
Geometry (Å):
Rh: 0.469 -0.152 -0.406  0.53
S: 0.221 -0.065 1.971  0.54
C: -0.505 -1.598 2.382  -0.72
C: -0.894 -1.851 3.706  -0.16
C: -1.498 -3.043 4.067  -0.14
C: -1.733 -4.018 3.100  -0.14
C: -1.344 -3.787 1.791  -0.16
C: -0.715 -2.594 1.416  -0.70
S: -0.200 -2.388 -0.248  0.61
H: -0.714 -1.077 4.445  0.08
H: -1.794 -3.215 5.097  0.08
H: -2.215 -4.952 3.368  0.08
H: -1.530 -4.529 1.022  0.08
C: -2.223 1.980 0.285  -0.08
C: -1.046 2.568 -0.505  -0.73
C: -0.606 3.885 0.153  -0.06
C: -1.492 2.836 -1.952  -0.06
N: 0.070 1.678 -0.537  -0.04
H: -3.062 2.684 0.269  0.07
H: -1.926 1.791 1.316  0.04
H: -2.534 1.031 -0.155  0.08
H: -1.442 4.589 0.194  0.07
H: 0.214 4.333 -0.411  0.08
H: -0.259 3.687 1.169  0.08
H: -2.317 3.554 -1.964  0.07
H: -1.812 1.903 -2.419  0.07
H: -0.657 3.229 -2.535  0.08
F: 0.836 0.916 -3.105  -0.02
C: 0.457 -0.276 -2.501  -0.49
F: -0.815 -0.518 -3.011  -0.03
C: 1.341 -1.317 -3.216  -0.63
F: 0.901 -2.566 -3.038  0.09
F: 2.604 -1.258 -2.789  0.12
F: 1.373 -1.116 -4.556  0.11
Cl: 3.142 0.440 -0.026  0.49
C: 4.672 -0.243 -0.551  -0.60
Cl: 7.274 0.799 -0.196  -0.65
H: 4.818 -0.202 -1.617  -0.03
H: 4.944 -1.138 -0.016  -0.02

Force components x, y, z for each atom (eV/Å):
-0.306 -0.839 -0.082
0.004 0.072 0.016
-0.018 -0.029 0.056
-0.008 0.007 -0.070
0.009 0.024 -0.016
-0.003 -0.008 -0.044
0.035 0.039 -0.017
0.045 -0.002 0.101
-0.016 0.241 -0.095
-0.016 -0.039 0.001
0.018 0.025 -0.002
-0.005 0.009 -0.011
0.043 -0.023 0.042
0.085 -0.065 0.031
-0.140 0.236 -0.075
0.120 -0.080 0.028
0.153 -0.119 -0.059
-0.207 0.334 0.096
0.000 -0.026 -0.023
-0.017 -0.039 -0.014
-0.016 0.010 0.008
0.003 0.001 -0.016
-0.019 0.005 0.023
-0.003 0.035 -0.022
0.002 -0.003 0.011
-0.021 0.042 -0.005
-0.047 0.020 0.000
0.058 -0.010 0.061
0.058 0.043 0.012
-0.032 0.016 0.032
-0.070 0.149 -0.017
-0.060 -0.128 0.071
0.117 0.003 0.036
-0.015 -0.001 -0.096
0.397 0.108 0.066
-0.510 -0.368 -0.204
0.243 0.041 0.002
0.059 0.174 0.050
0.079 0.147 0.127